Computed, not measured: the molecule C4H3NO2 in a non-equilibrium geometry, with the ωB97M-V functional and the def2-TZVPD basis.

Geometry as XYZ:
```
10
Properties=species:S:1:pos:R:3:forces:R:3:nbo_charge:R:1
O -0.8363 1.4932 1.0589 0.7 -0.1 -1.4 -0.308
O 1.3004 -0.7946 -2.3013 0.0 0.3 0.5 -0.465
N 0.1373 1.5319 -0.0875 -1.1 -0.3 1.9 -0.089
C 0.2236 0.2853 -0.4324 0.3 0.0 0.2 0.037
C -1.2177 0.2271 1.2175 0.2 -0.2 -0.5 0.179
C -0.6176 -0.5791 0.3127 -0.1 -0.2 0.1 -0.375
C 1.3878 -0.2450 -1.2363 -0.2 -0.1 -0.4 0.424
H -0.7337 -1.6355 0.1605 0.0 -0.1 0.1 0.244
H -1.9330 -0.0766 1.9824 0.2 0.7 -0.1 0.221
H 2.3384 -0.1819 -0.6659 0.0 0.1 -0.3 0.132
```
Positions in Å, forces in eV/Å.

Values from the calculation:
SMILES = O=Cc1ccon1
strongest force on any atom = 2.2 eV/Å
relative energy (zero: lowest compared OMol25 entry of this formula, charge and spin) = 257.1 kJ/mol
LUMO = 0.10 eV
E = -359.3724 Ha
Kohn-Sham gap = 10.430 eV


Computed, not measured: the molecule C6H8O2 in a non-equilibrium geometry, with the ωB97M-V functional and the def2-TZVPD basis.

Geometry as XYZ:
```
16
Properties=species:S:1:pos:R:3:forces:R:3:nbo_charge:R:1
O 0.4514 -1.5572 -0.2816 -1.7 0.1 0.8 -0.516
O -0.9900 1.6655 0.0573 1.8 -0.4 0.8 -0.466
C -0.6365 -0.8313 0.3830 1.3 -2.0 1.3 0.030
C 1.2936 0.7212 -0.1678 2.3 2.6 0.8 -0.347
C 1.5494 -0.7671 0.0566 -0.3 1.2 -1.5 -0.099
C -2.0975 -0.7012 -0.0997 -0.2 -0.4 3.4 -0.431
C 0.4087 1.7494 0.0470 1.2 0.8 -0.3 0.112
C -1.0807 0.3460 -0.3627 -1.9 -0.3 -0.1 0.020
H 0.7873 2.8147 0.1137 -0.7 -1.4 -0.3 0.207
H 1.9599 -0.8463 1.0693 -0.5 -0.4 0.3 0.179
H -2.3617 -1.4027 -0.8494 -0.7 0.0 -0.8 0.235
H 2.3647 -1.0068 -0.6125 0.2 -0.4 -0.2 0.199
H -2.7761 -0.6106 0.8409 1.1 -0.2 -2.0 0.234
H 2.3611 1.1122 -0.3074 -1.5 0.1 0.4 0.215
H -0.8333 0.3448 -1.3916 0.7 -0.6 -0.9 0.212
H -0.4004 -1.0307 1.5048 -1.0 1.4 -1.8 0.215
```
Positions in Å, forces in eV/Å.

Values from the calculation:
SMILES = C1=CO[C@@H]2C[C@H]2OC1
strongest force on any atom = 3.5 eV/Å
relative energy (zero: lowest compared OMol25 entry of this formula, charge and spin) = 433.0 kJ/mol
LUMO = 1.03 eV
E = -383.7452 Ha
Kohn-Sham gap = 10.023 eV


Computed, not measured: a structure of composition C12H13NO2 in a non-equilibrium geometry, with the ωB97M-V functional and the def2-TZVPD basis.

Geometry as XYZ:
```
28
Properties=species:S:1:pos:R:3:forces:R:3:nbo_charge:R:1
O -2.3203 0.2263 -1.4041 -1.3 0.7 0.3 -0.579
O 2.1003 0.2286 0.6934 1.1 0.5 0.1 -0.573
N -0.5407 1.2188 1.4777 -1.0 0.6 2.2 -0.322
C 0.6199 -2.8215 -3.0490 -1.1 -1.0 -3.0 -0.197
C 0.9660 -1.0027 -1.1057 1.6 0.6 2.0 -0.145
C 2.0264 -1.8461 -1.4491 1.7 2.4 0.6 -0.161
C 1.9099 -2.6346 -2.5477 0.7 -1.7 -0.1 -0.277
C -0.2319 2.6198 1.0365 3.3 1.1 -2.0 -0.455
C 1.0573 -0.0524 0.0932 2.3 -2.9 -2.0 0.305
C -0.2066 0.1296 0.5512 -5.4 1.6 -1.7 0.081
C -1.2989 -0.3009 -1.1111 2.6 -1.4 0.6 0.547
C -2.0394 1.3232 1.8321 -2.5 -1.1 -0.9 -0.441
C -0.2764 -1.1139 -1.7243 -1.6 2.1 2.1 -0.218
C -0.4557 -2.0368 -2.7411 -1.5 -1.4 -0.4 -0.205
C 0.2616 0.9535 2.7730 1.0 0.9 0.1 -0.425
H 3.0148 -1.6086 -0.9578 -1.2 -0.6 -0.5 0.227
H -2.2644 2.1707 2.5676 0.8 -1.1 -1.1 0.223
H -2.4007 0.3407 2.3333 0.8 1.6 -1.1 0.238
H 2.7515 -3.2435 -2.9353 -0.7 0.5 0.4 0.214
H -1.5010 -2.2905 -3.0885 1.5 0.5 0.1 0.222
H 0.3228 1.9631 3.1767 0.1 -0.2 0.5 0.204
H 0.9454 2.6903 1.0821 -2.4 0.1 -0.1 0.247
H -0.2967 0.3414 3.4636 -0.2 -0.4 -0.2 0.219
H -0.6864 3.5435 1.5449 0.4 -2.1 -0.1 0.244
H 0.4200 -3.5609 -3.8868 0.6 0.7 1.2 0.207
H -0.4892 2.6819 -0.0491 0.1 -0.1 0.9 0.244
H 1.3371 0.5816 2.6095 -2.0 0.5 -0.3 0.295
H -2.7251 1.4996 0.8147 2.2 -0.6 2.6 0.280
```
Positions in Å, forces in eV/Å.

Values from the calculation:
strongest force on any atom = 5.9 eV/Å
⟨S²⟩ = 2.03
relative energy (zero: lowest compared OMol25 entry of this formula, charge and spin) = 321.5 kJ/mol
LUMO (alpha / beta) = 0.30 / -1.65 eV
E = -670.0418 Ha
spin multiplicity = 3
Kohn-Sham gap (alpha / beta) = 5.222 / 6.759 eV